Record 1
Entry from OMol25: a cluster of 2 separate species, C5H8IN2O in total in a non-equilibrium geometry (ωB97M-V with the def2-TZVPD basis set).

```
! RIJCOSX wB97M-V def2-TZVPD def2/J DEFGRID3
* xyz 1 1
C 1.86 -0.97 2.88
C -1.95 -1.99 2.41
C -0.35 -1.07 -1.23
C 0.47 1.11 -0.13
C 0.33 -0.35 -0.15
N 1.40 -0.90 1.78
N 0.68 -1.11 0.82
O -1.72 -0.92 1.96
I -0.67 -3.64 1.94
H 2.48 -1.14 3.75
H -2.77 -2.23 2.97
H -1.01 -0.51 -1.90
H -1.03 -2.01 -0.84
H 0.41 -1.59 -1.78
H 1.46 1.55 -0.16
H 0.10 1.68 0.82
H -0.04 1.56 -0.98
*
```

The value obtained for the relative energy (zero: lowest compared OMol25 entry of this formula, charge and spin) is 323.8 kJ/mol. The calculation puts the strongest force on any atom at 8.51 eV/Å. Its LUMO energy is -5.202 eV. The gap between HOMO and LUMO is 0.2863 hartree.

***

Record 2
Entry from OMol25: a cluster of 13 separate species, H26O13 in total in a non-equilibrium geometry (ωB97M-V with the def2-TZVPD basis set).

```
! RIJCOSX wB97M-V def2-TZVPD def2/J DEFGRID3
* xyz 0 1
O 4.58 12.33 14.61
H 5.12 12.56 15.38
H 5.20 12.00 13.92
O 7.23 15.52 9.97
H 8.14 15.44 10.29
H 7.13 16.46 9.78
O 9.05 17.55 10.99
H 9.94 17.51 10.62
H 9.06 16.92 11.73
O 6.91 12.71 11.11
H 6.92 13.60 11.52
H 7.26 12.86 10.23
O 8.97 13.31 15.74
H 9.14 13.07 16.66
H 9.81 13.67 15.43
O 6.97 10.99 15.91
H 6.82 10.74 14.99
H 7.75 11.56 15.88
O 6.28 10.79 13.11
H 5.54 10.42 12.61
H 6.74 11.37 12.46
O 9.68 14.75 11.53
H 10.50 15.15 11.85
H 9.70 13.85 11.89
O 4.30 16.35 13.87
H 5.10 15.91 13.56
H 4.50 16.61 14.78
O 8.49 16.85 13.63
H 8.66 17.79 13.49
H 9.10 16.59 14.34
O 5.40 18.05 11.39
H 5.68 17.50 12.13
H 4.48 18.25 11.60
O 6.68 14.75 13.14
H 7.04 14.08 13.74
H 7.29 15.51 13.22
O 5.71 13.78 16.89
H 5.52 14.59 17.36
H 6.35 14.03 16.21
*
```

The value obtained for the relative energy (zero: lowest compared OMol25 entry of this formula, charge and spin) is 180.4 kJ/mol. The calculation puts the strongest force on any atom at 1.15 eV/Å. Its LUMO energy is -0.991 eV. The gap between HOMO and LUMO is 0.3181 hartree.

***

Record 3
Entry from OMol25: the molecule C18H23NO3 (ωB97M-V with the def2-TZVPD basis set).

```
! RIJCOSX wB97M-V def2-TZVPD def2/J DEFGRID3
* xyz 0 1
C -3.59 -3.08 -0.01
O -2.77 -1.93 -0.07
C -3.37 -0.70 0.00
C -4.73 -0.48 0.10
C -5.23 0.81 0.16
C -4.37 1.89 0.12
C -3.00 1.69 0.02
C -2.49 0.41 -0.04
N -1.13 0.11 -0.14
C -0.06 0.95 -0.13
O -0.15 2.15 -0.04
C 1.27 0.23 -0.30
C 1.75 0.24 -1.77
C 3.24 -0.12 -1.64
C 3.50 -0.18 -0.12
C 4.95 -0.07 0.28
C 2.83 -1.48 0.27
O 3.35 -2.52 0.57
C 1.33 -1.23 0.15
C 2.49 0.86 0.44
C 2.82 2.30 0.04
C 2.35 0.81 1.96
H -2.91 -3.93 -0.06
H -4.15 -3.12 0.93
H -4.28 -3.11 -0.86
H -5.42 -1.31 0.13
H -6.29 0.97 0.24
H -4.76 2.90 0.17
H -2.32 2.53 0.00
H -0.96 -0.89 -0.22
H 1.60 1.22 -2.21
H 1.20 -0.49 -2.37
H 3.88 0.63 -2.10
H 3.47 -1.08 -2.11
H 5.39 0.85 -0.09
H 5.51 -0.92 -0.12
H 5.05 -0.09 1.37
H 0.85 -1.40 1.12
H 0.90 -1.94 -0.56
H 3.02 2.41 -1.01
H 1.97 2.93 0.30
H 3.69 2.64 0.60
H 2.32 -0.20 2.34
H 1.44 1.33 2.26
H 3.19 1.32 2.42
*
```

The value obtained for the relative energy (zero: lowest compared OMol25 entry of this formula, charge and spin) is 84.4 kJ/mol. The calculation puts the strongest force on any atom at 0.62 eV/Å. Its LUMO energy is 0.635 eV. The SMILES is COc1ccccc1NC(=O)[C@]12CC[C@](C)(C(=O)C1)C2(C)C. The gap between HOMO and LUMO is 0.3289 hartree.

***

Record 4
Entry from OMol25: a cluster of 3 separate species, C34H68ClI2N2O8P2 in total in a non-equilibrium geometry (ωB97M-V with the def2-TZVPD basis set).

```
! RIJCOSX wB97M-V def2-TZVPD def2/J DEFGRID3
* xyz 1 1
C 12.88 2.07 -4.66
C 13.01 0.42 -4.88
C 11.70 -0.38 -4.25
C 10.31 -0.15 -5.13
C 8.97 -0.76 -4.34
C 7.56 -0.47 -5.15
C 6.56 -1.78 -5.22
C 4.95 -1.37 -5.08
C 4.32 -2.32 -3.88
C 2.68 -2.25 -3.75
C 2.09 -0.71 -3.68
N 2.80 0.30 -2.90
N 2.58 1.61 -2.70
C 1.38 2.00 -3.44
C 1.03 3.64 -3.32
I 2.91 4.68 -2.69
C -0.05 3.97 -2.12
C -0.49 2.65 -1.23
I -1.85 5.07 -2.86
C 0.37 1.17 -4.33
C -0.95 1.85 -5.04
C -2.37 1.40 -4.26
C 0.74 -0.40 -4.50
C -0.11 -1.50 -5.37
Cl -0.61 -3.03 -4.41
C 0.61 -1.87 -6.83
C 0.61 -3.49 -7.15
H 12.33 2.53 -5.61
H 12.16 2.24 -3.72
H 13.94 2.56 -4.46
H 13.10 0.28 -6.06
H 14.04 0.01 -4.45
H 11.99 -1.54 -4.26
H 11.58 -0.05 -3.12
H 10.24 1.00 -5.35
H 10.45 -0.69 -6.18
H 9.15 -1.94 -4.31
H 8.90 -0.35 -3.22
H 7.04 0.48 -4.67
H 7.78 -0.18 -6.28
H 6.75 -2.28 -6.28
H 6.88 -2.59 -4.42
H 4.80 -0.25 -4.72
H 4.42 -1.55 -6.12
H 4.62 -3.46 -4.08
H 4.82 -2.05 -2.84
H 2.24 -2.85 -4.66
H 2.41 -2.79 -2.72
H 3.67 -0.05 -2.38
H 0.77 4.12 -4.35
H 0.45 4.73 -1.34
H -1.19 3.03 -0.34
H 0.44 2.16 -0.72
H -1.12 1.86 -1.81
H -1.04 1.34 -6.11
H -0.88 3.00 -5.23
H -3.15 0.95 -5.04
H -2.11 0.51 -3.53
H -2.86 2.28 -3.66
H -1.13 -0.97 -5.67
H 1.67 -1.39 -6.91
H -0.03 -1.37 -7.71
H 0.96 -3.61 -8.29
H -0.45 -4.00 -7.09
H 1.42 -4.03 -6.50
O -2.13 3.24 3.16
P -2.55 2.15 4.18
O -3.15 1.12 3.03
C -2.23 0.40 2.23
C -1.53 -0.68 3.03
O -4.00 2.87 4.59
C -4.17 4.27 4.44
C -4.77 4.59 3.08
O -3.02 0.93 5.31
C -2.09 0.71 6.36
C -1.78 1.97 7.15
H -1.51 1.08 1.78
H -2.80 -0.07 1.42
H -0.82 -0.24 3.74
H -0.97 -1.35 2.38
H -2.24 -1.27 3.61
H -3.23 4.80 4.61
H -4.86 4.60 5.22
H -4.24 4.09 2.26
H -4.76 5.67 2.90
H -5.81 4.24 3.03
H -1.17 0.28 5.95
H -2.53 -0.04 7.03
H -1.27 2.71 6.52
H -1.13 1.74 8.00
H -2.70 2.43 7.51
O -8.42 -0.58 7.15
P -7.74 -1.90 6.73
O -7.50 -2.44 8.28
C -8.61 -2.94 9.00
C -9.06 -4.28 8.46
O -6.23 -1.24 6.50
C -6.10 0.14 6.20
C -5.91 0.96 7.47
O -6.98 -3.38 6.26
C -7.57 -4.03 5.14
C -7.64 -3.13 3.92
H -9.43 -2.21 8.98
H -8.30 -3.05 10.04
H -9.54 -4.16 7.49
H -9.79 -4.74 9.14
H -8.21 -4.96 8.34
H -6.95 0.50 5.61
H -5.21 0.26 5.57
H -6.65 0.71 8.24
H -5.96 2.03 7.26
H -4.93 0.74 7.92
H -8.57 -4.37 5.41
H -6.97 -4.91 4.92
H -8.30 -2.28 4.09
H -8.02 -3.69 3.06
H -6.65 -2.74 3.68
*
```

The calculation puts the strongest force on any atom at 9.94 eV/Å. Its LUMO energy is -4.773 eV. The gap between HOMO and LUMO is 0.2194 hartree.

***

Record 5
Entry from OMol25: the ion Cl2FH2P2 with charge +1 in a non-equilibrium geometry (ωB97M-V with the def2-TZVPD basis set).

```
! RIJCOSX wB97M-V def2-TZVPD def2/J DEFGRID3
* xyz 1 1
F -0.95 0.28 -1.45
P 1.70 -0.30 -0.16
P -0.46 0.51 0.02
Cl -1.64 -0.76 0.86
Cl -1.01 2.34 0.45
H 0.92 -1.23 -0.77
H 1.45 -0.84 1.04
*
```

The value obtained for the relative energy (zero: lowest compared OMol25 entry of this formula, charge and spin) is 1.4 kJ/mol. The calculation puts the strongest force on any atom at 2.53 eV/Å. Its LUMO energy is -5.915 eV. The gap between HOMO and LUMO is 0.3870 hartree.

***

Record 6
Entry from OMol25: a cluster of 12 separate species, C27H63F7N22O22S in total in a non-equilibrium geometry (ωB97M-V with the def2-TZVPD basis set).

```
! RIJCOSX wB97M-V def2-TZVPD def2/J DEFGRID3
* xyz 0 1
C 1.75 -0.01 3.15
C 2.20 1.60 3.03
O 3.45 1.96 3.36
O 1.14 2.52 2.59
C 1.50 3.24 1.36
C 1.82 2.29 0.06
C 0.62 1.25 -0.35
C -0.65 1.93 -1.15
C -0.42 3.27 -2.07
O -0.09 4.49 -1.32
O -1.01 5.40 -1.41
O -0.90 0.89 -2.21
S -1.62 -0.51 -1.52
O -2.70 -0.94 -2.56
O -0.68 -1.63 -1.01
O -2.20 0.31 -0.12
C -2.06 1.80 -0.27
C -3.48 2.13 -1.09
C -4.79 1.45 -0.34
C -5.41 0.18 -1.20
F -6.89 0.20 -1.10
C -2.04 2.26 1.31
O -1.63 1.33 2.21
C -2.51 3.71 1.91
F -2.87 4.63 0.81
F -1.38 4.34 2.70
C -3.77 3.61 2.99
F -4.36 2.25 3.09
F -3.24 3.94 4.36
C -5.00 4.66 2.66
F -5.73 4.32 1.40
F -4.57 6.10 2.70
C -6.14 4.53 3.87
O -5.93 5.00 5.13
O -7.46 3.91 3.55
H 0.67 -0.16 2.67
H 2.53 -0.62 2.53
H 1.67 -0.33 4.27
H 2.46 3.90 1.59
H 0.63 4.00 1.14
H 2.79 1.64 0.29
H 2.09 3.02 -0.84
H 1.11 0.46 -1.10
H 0.31 0.64 0.60
H 0.34 3.03 -2.95
H -1.47 3.48 -2.61
H -0.89 5.96 -0.56
H -3.38 1.70 -2.20
H -3.68 3.28 -1.20
H -4.55 1.05 0.75
H -5.68 2.23 -0.18
H -5.03 -0.87 -0.81
H -5.14 0.33 -2.34
H -7.33 2.94 3.78
N -5.72 -0.49 6.06
C -6.21 0.67 5.60
N -5.71 1.77 6.20
O -7.04 0.73 4.71
H -5.04 -0.56 6.80
H -6.07 -1.34 5.64
H -6.05 2.66 5.88
H -5.03 1.74 6.93
N -7.95 -3.03 10.15
C -7.17 -2.49 9.21
N -7.77 -1.54 8.46
O -6.00 -2.82 9.04
H -8.91 -2.77 10.30
H -7.54 -3.75 10.74
H -7.21 -1.11 7.74
H -8.72 -1.26 8.58
N 1.34 -3.34 -1.23
C 2.51 -3.80 -0.74
N 3.05 -4.81 -1.45
O 3.03 -3.35 0.26
H 0.90 -3.70 -2.06
H 0.90 -2.58 -0.73
H 3.92 -5.19 -1.12
H 2.63 -5.20 -2.28
N -5.92 -2.45 2.00
C -5.56 -3.06 0.86
N -5.91 -4.36 0.79
O -4.97 -2.49 -0.05
H -6.41 -2.90 2.75
H -5.67 -1.47 2.09
H -5.67 -4.86 -0.05
H -6.40 -4.85 1.52
N 5.50 -2.83 -5.67
C 4.57 -3.58 -5.06
N 4.80 -3.80 -3.75
O 3.59 -4.02 -5.63
H 6.32 -2.46 -5.21
H 5.37 -2.64 -6.66
H 4.13 -4.35 -3.25
H 5.61 -3.44 -3.26
N 9.46 -0.54 -5.29
C 9.01 -1.76 -4.96
N 9.90 -2.76 -5.12
O 7.87 -1.95 -4.54
H 10.39 -0.37 -5.64
H 8.82 0.23 -5.19
H 9.59 -3.69 -4.88
H 10.83 -2.62 -5.47
N -4.60 3.81 10.27
C -4.71 2.57 9.75
N -4.55 1.58 10.64
O -4.95 2.37 8.57
H -4.40 4.00 11.24
H -4.71 4.59 9.63
H -4.63 0.63 10.29
H -4.36 1.72 11.62
N 14.19 -1.88 -7.46
C 12.87 -1.81 -7.25
N 12.15 -1.45 -8.33
O 12.35 -2.05 -6.17
H 14.64 -1.69 -8.34
H 14.77 -2.15 -6.67
H 11.15 -1.38 -8.22
H 12.56 -1.24 -9.23
N -2.48 8.63 4.78
C -1.44 7.78 4.66
N -1.74 6.63 4.04
O -0.33 8.03 5.09
H -3.40 8.44 4.44
H -2.30 9.51 5.25
H -0.99 5.96 3.93
H -2.65 6.40 3.68
N 4.72 -6.10 -7.49
C 5.76 -6.95 -7.61
N 5.46 -8.10 -8.24
O 6.87 -6.70 -7.18
H 3.80 -6.28 -7.84
H 4.90 -5.22 -7.03
H 6.21 -8.77 -8.35
H 4.55 -8.32 -8.60
N 3.07 -2.37 -10.35
C 3.67 -2.62 -9.17
N 2.90 -3.26 -8.27
O 4.82 -2.29 -8.94
H 2.12 -2.64 -10.56
H 3.62 -1.89 -11.05
H 3.32 -3.47 -7.37
H 1.95 -3.54 -8.45
*
```

The calculation puts the strongest force on any atom at 9.74 eV/Å. Its LUMO energy is -1.824 eV. The SMILES is CC(=O)OCCC[C@@]1(COO)OS(=O)(=O)O[C@@]1(CCCF)C(=O)C(F)(F)C(F)(F)C(F)(F)C(=O)O.NC(N)=O.NC(N)=O.NC(N)=O.NC(N)=O.NC(N)=O.NC(N)=O.NC(N)=O.NC(N)=O.NC(N)=O.NC(N)=O.NC(N)=O. The gap between HOMO and LUMO is 0.2642 hartree.

***

Record 7
Entry from OMol25: a cluster of 2 separate species, C6H12N3 in total in a non-equilibrium geometry (ωB97M-V with the def2-TZVPD basis set).

```
! RIJCOSX wB97M-V def2-TZVPD def2/J DEFGRID3
* xyz 1 1
C -2.59 1.97 2.11
C 0.19 -0.55 -0.61
C 1.69 1.34 -0.89
C 1.48 0.06 1.34
C -0.45 -2.68 -1.76
C 0.69 0.57 0.09
N -2.45 1.15 1.24
N -2.41 0.59 0.20
N -0.02 -1.54 -1.09
H -2.26 2.19 3.08
H 2.60 0.69 -1.12
H 2.02 2.17 -0.24
H 1.18 1.76 -1.80
H 0.81 -0.62 1.94
H 1.75 0.81 2.09
H 2.37 -0.45 1.09
H -1.49 -2.75 -1.65
H -0.14 -2.55 -2.81
H 0.17 -3.47 -1.50
H -0.07 1.31 0.49
H -3.07 -0.01 -0.19
*
```

The value obtained for the relative energy (zero: lowest compared OMol25 entry of this formula, charge and spin) is 568.3 kJ/mol. The calculation puts the strongest force on any atom at 6.08 eV/Å. Its LUMO energy is -3.092 eV. The gap between HOMO and LUMO is 0.3371 hartree.

***

Record 8
Entry from OMol25: the molecule C8H10 in a non-equilibrium geometry (ωB97M-V with the def2-TZVPD basis set).

```
! RIJCOSX wB97M-V def2-TZVPD def2/J DEFGRID3
* xyz 0 1
C 2.70 -0.21 -0.31
C 1.46 0.29 0.41
C 0.19 0.51 -0.18
C -1.11 1.39 0.07
C -2.21 0.57 -0.06
C -2.11 -0.80 -0.30
C -0.91 -1.33 0.10
C 0.15 -0.57 0.88
H 2.54 -1.14 -0.98
H 3.67 -0.45 0.21
H 2.87 0.73 -1.11
H 1.66 1.06 1.19
H 0.31 0.38 -1.32
H -1.32 2.54 -0.11
H -3.30 0.89 0.24
H -3.06 -1.40 -0.50
H -1.17 -2.43 0.06
H -0.36 -0.04 1.69
*
```

The value obtained for the relative energy (zero: lowest compared OMol25 entry of this formula, charge and spin) is 617.3 kJ/mol. The calculation puts the strongest force on any atom at 5.43 eV/Å. Its LUMO energy is 0.934 eV. The SMILES is CC1[C@@H]2C=CC=C[C@@H]12. The gap between HOMO and LUMO is 0.3374 hartree.

***

Record 9
Entry from OMol25: a cluster of 2 separate species, C2H2FNO2 in total in a non-equilibrium geometry (ωB97M-V with the def2-TZVPD basis set).

```
! RIJCOSX wB97M-V def2-TZVPD def2/J DEFGRID3
* xyz 0 1
C -0.27 1.66 -0.29
C -1.01 0.73 -0.38
N -2.04 -0.21 -0.07
O -1.88 -1.38 -0.40
O -3.01 0.26 0.42
H 0.18 2.58 -0.18
F 0.55 -2.24 0.37
H -0.36 -1.89 0.02
*
```

The value obtained for the relative energy (zero: lowest compared OMol25 entry of this formula, charge and spin) is 604.6 kJ/mol. The calculation puts the strongest force on any atom at 3.71 eV/Å. Its LUMO energy is -1.633 eV. The SMILES is C#C[N+](=O)[O-].F. The gap between HOMO and LUMO is 0.3819 hartree.

***

Record 10
Entry from OMol25: the molecule C4H6N2O in a non-equilibrium geometry (ωB97M-V with the def2-TZVPD basis set).

```
! RIJCOSX wB97M-V def2-TZVPD def2/J DEFGRID3
* xyz 0 1
C -2.21 -0.06 0.19
C 0.92 -1.40 -0.08
C 0.57 0.04 -0.07
C 1.06 1.46 -0.06
N -0.51 -1.68 -0.02
N -0.80 -0.34 -0.02
O -2.72 1.03 0.09
H -2.66 -1.00 0.14
H 1.28 -1.76 -1.06
H 1.28 -1.84 0.80
H 1.20 1.65 1.07
H 0.46 2.34 -0.53
H 2.12 1.55 -0.45
*
```

The value obtained for the relative energy (zero: lowest compared OMol25 entry of this formula, charge and spin) is 518.3 kJ/mol. The calculation puts the strongest force on any atom at 4.26 eV/Å. Its LUMO energy (alpha / beta) is -0.107 / -0.029 eV. The gap between HOMO and LUMO (alpha / beta) is 0.2946 / 0.2772 hartree.

***

Record 11
Entry from OMol25: a structure of composition C21H28ClKN4O10S (ωB97M-V with the def2-TZVPD basis set).

```
! RIJCOSX wB97M-V def2-TZVPD def2/J DEFGRID3
* xyz -2 1
K 2.04 -1.53 0.57
C 3.91 1.71 0.39
C 2.86 1.43 -0.65
C 1.52 1.73 -0.42
C 0.55 1.51 -1.39
C -0.90 1.79 -1.10
C 0.94 0.97 -2.61
C 2.26 0.61 -2.86
C 2.67 -0.04 -4.15
C 3.21 0.85 -1.87
H 4.34 2.70 0.23
H 4.71 0.98 0.34
H 3.47 1.71 1.39
H 1.23 2.11 0.56
H -1.03 2.79 -0.68
H -1.26 1.06 -0.37
H -1.50 1.72 -2.01
H 0.19 0.78 -3.37
H 1.81 -0.53 -4.62
H 3.44 -0.79 -3.97
H 3.06 0.69 -4.86
H 4.24 0.54 -2.03
O 0.20 -3.43 2.12
C 0.08 -2.27 2.58
O 0.84 -1.73 3.43
C -0.99 -1.36 1.91
O -2.20 -1.49 2.21
O -0.51 -0.54 1.08
O 5.16 -2.02 -2.41
Cl 4.99 -2.48 -1.06
O 6.14 -3.25 -0.65
O 3.79 -3.28 -0.95
O 4.84 -1.33 -0.17
C -1.89 2.46 2.58
N -0.77 2.83 3.45
C 0.21 1.90 3.74
S 1.84 2.36 3.63
N -0.19 0.70 4.11
C -1.51 0.38 4.61
H -2.01 3.23 1.82
H -2.83 2.37 3.13
H -1.69 1.51 2.07
H -0.34 3.71 3.21
H 0.43 -0.11 3.94
H -1.90 1.23 5.17
H -1.41 -0.47 5.28
H -2.21 0.09 3.83
O -5.51 0.91 -2.36
C -4.46 1.26 -1.47
N -3.66 0.14 -1.09
C -2.90 -0.48 -2.03
O -2.89 -0.07 -3.18
C -2.09 -1.64 -1.56
C -2.46 -2.42 -0.47
C -1.62 -3.43 -0.06
C -0.41 -3.57 -0.72
N -0.03 -2.82 -1.75
C -0.88 -1.90 -2.18
H -5.06 0.57 -3.14
H -4.92 1.69 -0.58
H -3.82 2.00 -1.95
H -3.70 -0.23 -0.15
H -3.37 -2.24 0.09
H -1.82 -4.01 0.82
H 0.32 -4.30 -0.35
H -0.56 -1.28 -3.01
*
```

The value obtained for the relative energy (zero: lowest compared OMol25 entry of this formula, charge and spin) is 75.2 kJ/mol. The calculation puts the strongest force on any atom at 0.35 eV/Å. Its LUMO energy is 4.229 eV. The gap between HOMO and LUMO is 0.2523 hartree.

***

Values of E_tot, in order: -18431.800 -27040.077 -26672.751 -103001.106 -46365.951 -136700.256 -10875.427 -8451.872 -10402.917 -9268.130 -88349.128, all in eV.